(1)
DFT (ωB97M-V/def2-TZVPD) results for C40H32O2P2ReS2 as an isolated structure.

```
79
Properties=species:S:1:pos:R:3:forces:R:3:lowdin_charge:R:1
Re 0.5757 0.6854 -1.2092 0.2 0.2 -0.3 1.01
S 2.7442 -0.3258 -0.5268 0.0 0.0 0.2 0.43
S 0.2886 2.9458 0.0250 0.0 -0.1 0.1 0.36
P -0.6199 1.5223 1.1660 0.1 0.0 0.0 0.51
P 1.7365 -0.5491 1.2050 -0.1 0.2 -0.1 0.54
O 0.9280 0.6892 -3.6710 -0.1 0.0 -0.1 -0.08
O -1.2539 1.3601 -2.0369 0.1 0.2 0.2 -0.15
C -2.9662 0.2020 0.4643 0.0 0.0 0.0 -0.09
C 2.6342 -3.1799 -4.4423 0.0 0.0 0.0 -0.06
C -0.0622 0.6768 -4.6523 0.0 0.1 -0.1 -0.18
C -1.3852 1.0751 -4.3992 0.1 -0.1 0.0 -0.07
C 2.4445 0.4619 2.5180 0.0 -0.1 -0.1 -0.35
C -4.5320 2.4834 0.7361 0.0 0.0 0.0 -0.07
C 0.4084 -4.2812 2.0575 0.0 0.0 0.0 -0.07
C 0.1977 0.0681 0.5822 0.0 -0.2 0.3 -0.69
C 0.8525 -0.3706 -2.7338 0.0 -0.2 0.0 -0.37
C 2.2270 0.1457 3.8580 0.0 0.0 0.0 -0.09
C -0.5181 2.3399 5.6549 0.0 0.0 0.0 -0.07
C -5.1137 1.2749 0.3690 0.0 0.0 0.0 -0.07
C -2.3874 1.4090 0.8306 0.1 0.0 0.1 -0.36
C 2.6736 -4.1344 2.8644 0.0 0.0 0.0 -0.06
C 0.0978 2.9994 3.4273 0.0 0.0 0.0 -0.09
C -1.9002 0.6455 -6.7353 0.0 0.0 0.0 -0.05
C 2.2193 -1.8973 -4.1350 -0.1 0.0 0.0 -0.02
C 1.6358 -2.2257 1.8443 -0.1 0.1 -0.1 -0.35
C 2.7714 0.9461 4.8475 0.0 0.0 0.0 -0.07
C 3.2021 1.5789 2.1759 0.0 0.0 0.0 -0.10
C 0.4730 -2.9607 1.6404 -0.1 0.0 0.0 -0.09
C 3.5302 2.0578 4.5047 0.0 0.0 0.0 -0.07
C 0.7036 -2.7972 -2.4823 0.0 0.1 0.0 -0.03
C -4.3329 0.1373 0.2312 0.0 0.0 0.0 -0.07
C -1.1128 1.1850 5.1600 0.0 0.0 0.0 -0.07
C -1.8671 1.5393 -3.0870 -0.2 0.0 -0.1 -0.30
C -3.1870 2.2489 -2.9830 0.0 -0.1 0.1 0.02
C -2.2859 1.0448 -5.4723 0.0 0.0 0.1 -0.01
C 1.2411 -1.6988 -3.1566 0.0 -0.1 0.0 -0.25
C 0.3356 0.3145 -5.9268 0.1 0.0 0.1 0.02
C 1.1181 -4.0780 -2.8017 0.0 0.0 0.0 -0.06
C 3.7422 2.3767 3.1717 0.0 0.0 0.0 -0.06
C 0.0850 3.2425 4.7932 0.0 0.0 0.0 -0.07
C 2.0805 -4.2706 -3.7835 0.0 0.0 0.0 -0.06
C 2.7402 -2.8141 2.4553 0.1 0.0 0.0 -0.08
C -0.5789 0.2920 -6.9652 0.0 0.0 0.0 -0.03
C -0.5037 1.8505 2.9353 0.0 0.0 -0.1 -0.35
C 1.5089 -4.8673 2.6665 0.0 0.0 0.0 -0.06
C -3.1691 2.5537 0.9661 0.0 0.0 0.0 -0.09
C -1.1134 0.9411 3.7986 0.0 0.0 0.0 -0.08
H 3.6463 -2.2416 2.6180 0.0 0.0 0.0 0.12
H 4.3392 3.2385 2.9049 0.0 0.0 0.0 0.11
H 0.5492 4.1389 5.1825 0.0 0.0 0.0 0.11
H -3.9978 1.5166 -3.0179 0.0 0.0 0.0 0.11
H 1.4596 -5.8979 2.9919 0.0 0.0 0.0 0.11
H 3.3833 1.8062 1.1336 0.0 0.0 0.0 0.07
H 1.6454 -0.7268 4.1301 0.0 0.0 0.0 0.11
H -3.3132 1.3347 -5.3068 0.0 0.0 0.0 0.11
H -1.5857 0.4839 5.8348 0.0 0.0 0.0 0.11
H 3.5296 -4.5922 3.3414 0.0 0.0 0.0 0.11
H -6.1801 1.2216 0.1930 0.0 0.0 0.0 0.11
H -2.6214 0.6234 -7.5400 0.0 0.0 0.0 0.11
H 2.6080 0.6971 5.8877 0.0 0.0 0.0 0.11
H -2.3456 -0.6771 0.3417 0.0 0.0 0.0 0.09
H -0.5283 2.5355 6.7192 0.0 0.0 0.0 0.11
H -1.5969 0.0525 3.4062 0.0 0.0 0.0 0.11
H -3.2283 2.7520 -2.0196 0.0 0.0 0.0 0.09
H 3.4009 -3.3331 -5.1901 0.0 0.0 0.0 0.11
H -4.7868 -0.8023 -0.0553 0.0 0.0 0.0 0.11
H -0.4991 -4.8511 1.9086 0.0 0.0 0.0 0.11
H -0.0423 -2.6295 -1.7149 0.0 0.0 0.0 0.11
H 0.6935 -4.9283 -2.2849 0.0 0.0 0.0 0.11
H 3.9626 2.6752 5.2815 0.0 0.0 0.0 0.11
H 2.6752 -1.0436 -4.6179 0.0 0.0 0.0 0.11
H -3.3361 2.9636 -3.7887 0.0 0.0 0.0 0.10
H 2.4077 -5.2717 -4.0305 0.0 0.0 0.0 0.11
H -5.1429 3.3697 0.8441 0.0 0.0 0.0 0.11
H -0.2563 -0.0039 -7.9542 0.0 0.0 0.0 0.12
H 0.5740 3.6940 2.7466 0.0 0.0 0.0 0.08
H -0.3782 -2.4949 1.1576 0.0 0.0 0.0 0.09
H -2.7108 3.4969 1.2414 0.0 0.0 0.0 0.11
H 1.3693 0.0505 -6.0930 0.0 0.0 0.0 0.12
```
Forces are in eV/Å.

Output
frontier orbital gap	6.789	eV
net charge	+1
lowest unoccupied orbital energy	-3.01	eV
energy relative to the best compared isomer or geometry (same formula, charge and spin)	1.578	eV
multiplicity	1
highest occupied orbital energy	-9.8	eV

(2)
DFT (ωB97M-V/def2-TZVPD) results for C34H38BClCoGe2N3OSe as an isolated structure.

```
82
Properties=species:S:1:pos:R:3:forces:R:3:mulliken_spin:R:1
Se -1.4414 -3.6642 -0.5624 -0.8 0.3 -1.1 0.00
Ge 0.4352 -6.1485 -0.6859 1.2 0.5 0.0 0.00
Ge 0.2853 3.4299 -1.7732 -0.6 0.5 -0.4 0.00
Co 0.1472 1.6797 1.3059 0.7 1.4 -0.7 2.77
Cl 6.5201 4.5002 1.6011 0.7 0.2 -0.1 0.00
O 1.1625 2.8890 -0.1713 -0.7 -0.4 0.0 0.03
N 1.7696 0.5567 1.6097 2.9 3.1 -3.2 0.03
N -0.5748 3.2119 2.1070 -1.3 1.9 1.4 0.05
N -0.7811 0.1583 2.0076 -2.5 -1.8 0.6 0.00
C -2.1231 0.0259 2.2858 1.9 1.3 -1.5 0.02
C 0.0537 -4.4333 -1.5776 -0.8 -0.8 0.3 0.00
C 4.0085 5.0523 0.8172 -0.1 -0.5 -0.4 0.00
C 0.9043 1.0303 -3.2444 0.1 -0.8 -1.7 0.00
C -2.6392 3.3293 -1.1205 0.5 -0.6 0.2 -0.01
C -1.4444 4.1076 -1.2358 -0.8 0.2 0.6 0.02
C 1.4908 -0.6556 2.1321 0.1 -2.3 1.6 0.03
C -0.2073 0.2326 -5.2106 -2.3 0.4 -0.4 0.00
C 2.8492 0.8997 0.8823 -0.8 -0.7 2.9 0.01
C 4.5908 2.7109 1.1205 -0.2 -1.2 -0.9 0.01
C -0.3675 -2.0198 3.0131 -0.2 -1.8 1.7 0.00
C -1.3051 1.1093 -4.9092 0.7 -0.1 0.3 0.00
C -3.8715 3.9524 -0.8930 -0.1 -0.3 -0.3 0.00
C 4.9709 4.0736 1.0367 -1.4 -1.0 1.1 0.00
C 0.8450 0.1271 -4.3744 0.3 1.2 2.2 0.00
C -2.8975 -4.3874 -1.7371 0.9 -2.0 1.5 0.00
C 3.2839 2.3184 0.7660 -0.7 1.1 -0.3 0.01
C -1.2792 1.9757 -3.8165 2.2 -0.8 -1.0 0.00
C 0.7846 -7.4138 -2.1324 -0.3 1.1 0.3 0.00
C 2.3354 3.3466 0.3892 0.8 -1.9 -0.5 -0.01
C 0.0672 -0.8668 2.3873 0.8 1.2 -0.9 -0.01
C -0.0557 2.0166 -3.0566 -0.5 -1.0 0.5 0.00
C -0.9525 -6.8669 0.4576 0.3 -0.8 0.2 0.00
C 0.6485 -2.9099 3.5528 1.2 0.9 -1.1 0.01
C -3.9208 5.3045 -0.5669 0.1 0.1 -0.4 0.00
C -1.0491 4.1174 2.6941 1.5 -1.8 -0.9 0.03
C -1.7773 -2.1529 3.2685 -0.4 0.9 0.0 0.02
C 2.6769 4.6591 0.4546 1.6 1.6 0.3 -0.02
C -2.6092 -1.1040 2.8793 -0.9 -1.6 1.4 0.00
C -1.5122 5.4792 -0.9630 -0.7 0.6 0.1 0.00
C 2.4715 -1.5171 2.6816 -3.2 1.1 -0.9 0.00
C 1.9748 -5.7897 0.4593 -0.5 0.4 1.6 0.00
C 2.0188 -2.6302 3.3814 -1.6 -0.6 0.6 0.00
C -2.7591 6.0685 -0.5672 1.2 -1.9 -0.3 0.00
B -1.5758 5.3512 3.4032 -2.0 0.8 -0.1 0.00
H -4.9128 5.7137 -0.3471 0.6 0.2 0.0 0.00
H -2.0558 6.0302 2.4796 0.2 -0.3 0.4 0.00
H 3.5971 0.1208 0.6638 -0.3 0.2 -0.1 0.00
H -0.2846 -0.4314 -6.0639 0.0 0.2 -0.1 0.00
H -0.7219 -7.9521 0.5730 -0.1 0.7 0.2 0.00
H -2.4576 5.0902 4.2207 0.2 -0.3 -0.5 0.00
H -2.7613 7.0302 -0.1523 -0.1 1.4 0.1 0.00
H -3.0454 -5.4938 -1.4633 0.3 1.7 -0.7 0.00
H -3.7919 -3.8703 -1.5164 -0.9 0.6 0.4 0.00
H -2.5759 2.2039 -1.1197 -0.1 1.3 -0.5 0.00
H -2.6614 -4.2406 -2.7718 0.3 0.0 -0.4 0.00
H 1.9894 5.4557 0.2110 -0.3 -0.1 -0.1 0.00
H -0.5718 6.0923 -1.0589 -1.3 -0.5 0.3 0.00
H -2.0874 2.6641 -3.7162 -0.3 0.4 0.4 0.00
H 1.7741 0.9651 -2.6042 0.1 0.1 0.1 0.00
H -0.2166 -4.6943 -2.6153 0.0 0.7 0.4 0.00
H 0.4526 -8.3588 -1.6942 0.4 -0.2 -0.9 0.00
H 1.2251 4.4881 -2.4353 -0.2 -0.3 0.6 0.00
H 1.7002 -5.0536 1.2796 0.0 -0.9 -0.7 0.00
H -3.6782 -1.1430 3.1780 0.9 0.0 -0.5 0.00
H -2.3129 -2.9421 3.8428 1.2 0.2 -0.6 0.00
H -4.8558 3.4595 -1.0160 1.0 -0.2 0.4 0.00
H 5.3088 1.8756 1.3629 -0.6 1.3 -0.1 0.00
H 0.8638 -3.7234 -1.5190 0.3 0.1 -0.2 0.00
H 1.7947 -7.3190 -2.5364 0.0 -0.6 0.4 0.00
H 0.1497 -6.9907 -2.9216 -0.3 -0.8 0.0 0.00
H -2.8412 0.8279 1.9700 1.2 -0.6 0.4 0.00
H 1.5934 -0.6251 -4.5492 0.3 0.0 0.1 0.00
H 2.7811 -3.2280 3.8594 -0.2 -0.4 0.0 0.00
H 4.3903 6.0909 0.8883 -0.9 -0.6 -0.2 0.00
H -0.7853 5.9730 3.9939 1.1 0.2 0.2 0.00
H 2.8060 -5.3079 -0.0134 0.6 0.0 -0.6 0.00
H -1.0477 -6.3598 1.4254 0.2 -0.2 -0.3 0.00
H 0.3904 -3.8144 4.0688 -0.3 -0.1 0.2 0.00
H 3.4924 -1.2762 2.6435 1.2 0.3 -0.2 0.00
H -2.1864 1.1438 -5.5402 0.2 -0.2 -0.1 0.00
H 2.2903 -6.7279 0.9400 0.1 0.4 -0.1 0.00
H -1.8986 -6.8264 -0.0418 -0.7 0.1 -0.2 0.00
```
Forces are in eV/Å.

Output
frontier orbital gap (alpha / beta)	5.597 / 5.587	eV
net charge	+1
lowest unoccupied orbital energy (alpha / beta)	-4.51 / -4.52	eV
⟨S²⟩	3.760
multiplicity	4
highest occupied orbital energy (alpha / beta)	-10.1 / -10.1	eV

(3)
DFT (ωB97M-V/def2-TZVPD) results for one molecule with the formula C5H9N3O.

```
18
Properties=species:S:1:pos:R:3:forces:R:3:nbo_charge:R:1
O 0.8012 0.7872 -2.3926 -0.8 -0.2 2.1 -0.37
N -1.0170 -0.3103 1.7269 0.5 0.1 0.5 -0.18
N 1.6602 -0.0138 -1.5473 0.1 -0.7 0.3 -0.30
N -1.1659 0.4139 0.7247 -0.9 0.0 0.8 -0.18
C -0.1529 1.3227 -1.4050 0.5 1.9 0.4 -0.09
C -2.1310 -0.2898 2.6985 1.1 -2.1 -0.9 -0.45
C 1.3469 -1.5958 0.4515 -0.2 -0.1 -1.1 -0.67
C -0.1509 0.4111 -0.1993 2.3 -0.6 -1.8 -0.04
C 0.9561 -0.3647 -0.3878 -1.0 -0.9 1.0 0.22
H 1.9987 -1.2829 1.2523 0.4 0.1 0.3 0.24
H -1.7531 -0.1141 3.7028 0.1 0.0 -0.1 0.21
H 0.1595 2.3955 -1.1108 -0.3 -1.4 -0.6 0.17
H -1.1313 1.3555 -1.8268 -0.6 0.2 -0.6 0.20
H 1.8629 -0.8829 -2.0389 0.1 0.3 -0.4 0.36
H 1.8605 -2.4370 -0.1320 -0.8 1.3 0.6 0.21
H 0.4233 -1.9472 0.9564 0.6 0.1 -0.5 0.26
H -2.5463 -1.3373 2.6543 0.2 1.1 0.2 0.21
H -2.8340 0.4237 2.4063 -1.4 1.1 -0.3 0.20
```
Forces are in eV/Å.

Output
SMILES string	C/N=N/C1=C(C)NOC1
frontier orbital gap	8.442	eV
net charge	0
lowest unoccupied orbital energy	0.40	eV
energy relative to the best compared isomer or geometry (same formula, charge and spin)	4.807	eV
multiplicity	1
highest occupied orbital energy	-8.0	eV

(4)
DFT (ωB97M-V/def2-TZVPD) results for a 2-piece molecular cluster, C7H10F3O3PS overall.

```
25
Properties=species:S:1:pos:R:3:forces:R:3:nbo_charge:R:1
S 0.7384 1.0543 -3.7265 1.1 -0.1 -1.4 2.31
P 2.8271 0.7314 -1.7259 -0.5 -1.4 0.3 0.91
F 2.4233 2.7215 -4.5539 2.5 0.3 -1.0 -0.29
F 0.5422 3.5654 -4.2194 -0.8 0.8 0.1 -0.31
F 0.8005 2.3859 -5.9995 0.4 0.0 -0.4 -0.29
O 1.5266 1.5563 -2.4803 -0.1 -0.1 0.4 -0.98
O -0.6501 1.1472 -3.4848 -0.6 -0.6 0.1 -0.88
O 1.4273 -0.0719 -4.3030 -1.0 0.6 0.4 -0.89
C 2.1957 -0.8061 -1.5876 1.4 3.7 0.2 -0.41
C -0.4061 -0.3631 0.8153 2.8 0.7 0.2 0.04
C -0.9016 0.3591 -0.3944 0.5 0.3 -0.6 -0.66
C 0.4690 0.6012 1.6965 -0.1 2.0 -0.8 -0.67
C -0.4492 -1.6719 1.0220 0.0 -0.1 2.3 -0.46
C 1.1661 2.5294 -4.7431 -1.7 -0.7 1.1 0.73
C 2.0266 -2.0004 -1.1965 -0.5 -3.8 -2.3 -0.40
H 1.5713 0.5363 1.5118 -0.9 -0.5 -0.1 0.22
H 0.2432 1.6823 1.2435 0.4 -2.0 1.6 0.21
H -1.6245 -0.2316 -0.9386 -0.2 -0.1 -0.2 0.22
H 2.2846 -2.8210 -2.0041 -0.4 1.4 1.9 0.24
H -1.3914 1.1823 0.1165 -0.4 0.6 -0.9 0.22
H -0.0644 -2.0476 2.0328 -0.5 0.2 -1.7 0.20
H 0.3830 0.5954 2.8243 -0.4 -0.1 -1.3 0.23
H 1.3641 -2.2705 -0.3867 0.3 0.0 0.4 0.26
H -0.9916 -2.3341 0.3686 -0.1 -0.2 -0.1 0.20
H -0.1216 0.7527 -1.1703 -1.3 -0.7 2.0 0.23
```
Forces are in eV/Å.

Output
SMILES string	C=C=POS(=O)(=O)C(F)(F)F.C=C(C)C
frontier orbital gap	9.227	eV
net charge	0
lowest unoccupied orbital energy	-0.14	eV
energy relative to the best compared isomer or geometry (same formula, charge and spin)	0.000	eV
multiplicity	1
highest occupied orbital energy	-9.4	eV

(5)
DFT (ωB97M-V/def2-TZVPD) results for one molecule with the formula C3H4N2O.

```
10
Properties=species:S:1:pos:R:3:forces:R:3:nbo_charge:R:1
O 0.5438 1.3233 1.4318 0.1 -0.1 0.1 -0.66
N -0.3002 0.7403 -0.6715 0.2 0.0 0.0 -0.55
N -0.2795 -1.4776 -0.6526 0.0 0.3 -0.1 -0.44
C 0.2319 -1.0043 0.5411 0.1 0.0 0.2 -0.21
C 0.2144 0.3610 0.5383 -0.1 -0.2 -0.2 0.40
C -0.5731 -0.4204 -1.3535 -0.1 -0.1 -0.1 0.15
H -1.0242 -0.4106 -2.3374 0.2 0.0 0.1 0.19
H -0.2254 1.6681 -1.0599 -0.2 -0.1 0.1 0.42
H 0.8171 0.8894 2.2498 0.0 0.1 -0.1 0.49
H 0.5952 -1.6692 1.3140 -0.2 0.1 -0.1 0.21
```
Forces are in eV/Å.

Output
SMILES string	Oc1cnc[nH]1
frontier orbital gap	8.991	eV
net charge	0
lowest unoccupied orbital energy	0.67	eV
energy relative to the best compared isomer or geometry (same formula, charge and spin)	0.699	eV
multiplicity	1
highest occupied orbital energy	-8.3	eV